Record 1
72
Properties=species:S:1:pos:R:3:lowdin_charge:R:1 method="wB97M-V/def2-TZVPD" total_charge=+1 e_lumo_ev=-3.7 homo_lumo_gap_ev=6.18
N 0.010 2.069 1.340 -0.001
N -5.263 -1.790 -0.784 -0.067
N 4.790 -1.749 -0.930 -0.072
C 4.944 -3.131 -1.306 -0.159
C -6.345 0.288 -1.521 -0.160
C 2.461 -3.323 -1.480 -0.147
C -2.894 -1.935 -0.258 -0.122
C 1.181 6.364 4.037 -0.112
C 3.576 -1.126 -0.922 -0.077
C 1.152 -1.243 -1.102 0.027
C 3.472 0.286 -0.713 -0.127
C 0.419 4.191 2.854 -0.209
C 1.013 0.124 -0.735 -0.196
C -3.934 0.242 -0.745 -0.131
C -0.248 0.764 -0.514 0.011
C -1.689 -1.273 -0.052 0.027
C -4.054 -1.178 -0.605 -0.072
C -4.229 -4.006 -0.781 -0.160
C -2.985 -3.425 -0.117 -0.141
C 2.385 -1.872 -1.150 -0.135
C -2.696 0.844 -0.649 0.024
C 0.903 3.127 1.866 -0.259
C 5.951 0.308 -0.229 -0.160
C 1.527 5.216 3.098 -0.287
C -1.511 0.106 -0.391 -0.201
C 3.730 -3.968 -0.943 -0.160
C 6.023 -1.003 -0.997 -0.158
C 2.220 0.866 -0.585 0.032
C -5.453 -3.180 -0.427 -0.156
C -5.138 1.089 -1.037 -0.144
C -6.487 -1.016 -0.756 -0.155
C 4.721 1.115 -0.647 -0.142
H -2.623 1.930 -0.809 0.136
H -7.264 -1.638 -1.206 0.125
H -0.285 1.825 -0.736 0.118
H -0.839 -1.814 0.364 0.126
H 1.584 -3.838 -1.072 0.120
H -4.094 -4.035 -1.869 0.127
H 2.137 1.938 -0.351 0.118
H -5.402 1.644 -0.120 0.131
H 0.141 1.167 1.797 0.104
H -4.401 -5.028 -0.439 0.120
H 1.813 2.663 2.249 0.119
H 6.854 0.891 -0.438 0.120
H 1.214 3.622 0.945 0.102
H 2.017 7.069 4.093 0.075
H 0.256 -1.810 -1.347 0.115
H 3.657 -4.067 0.146 0.126
H -5.685 -3.282 0.651 0.143
H -2.097 -3.891 -0.561 0.120
H 0.301 6.915 3.695 0.074
H 0.160 3.721 3.811 0.118
H -0.977 2.339 1.308 0.099
H 1.845 5.639 2.141 0.108
H 5.840 -3.508 -0.795 0.129
H 3.852 -4.963 -1.377 0.120
H -6.233 0.091 -2.596 0.125
H -6.334 -3.526 -0.977 0.127
H 4.899 1.537 -1.652 0.133
H 2.410 4.702 3.489 0.109
H 2.423 -3.441 -2.574 0.134
H 6.815 -1.639 -0.581 0.127
H -2.979 -3.693 0.952 0.132
H 5.117 -3.184 -2.399 0.142
H 5.895 0.109 0.850 0.125
H 0.975 6.004 5.048 0.074
H -7.252 0.876 -1.373 0.119
H 6.264 -0.791 -2.057 0.142
H -0.465 4.698 2.442 0.117
H 4.570 1.963 0.038 0.122
H -6.795 -0.806 0.288 0.144
H -4.867 1.835 -1.799 0.125

Record 2
83
Properties=species:S:1:pos:R:3:lowdin_charge:R:1 method="wB97M-V/def2-TZVPD" total_charge=-1 e_lumo_ev="2.4 / 1.7" multiplicity=2 homo_lumo_gap_ev="5.69 / 5.14"
Ru -0.805 0.000 -0.231 1.112
Si -1.247 3.008 1.143 0.391
Si -0.011 -1.012 -3.205 0.390
O 0.771 0.006 1.878 -0.149
O 2.383 -0.505 -0.581 0.101
O -2.786 0.015 0.421 -0.215
O 4.242 -1.232 0.383 -0.007
O -4.779 -0.059 -1.688 -0.087
N -0.733 2.052 -0.198 -0.187
N -0.528 -3.128 1.317 0.054
N 0.190 -3.048 2.461 0.066
N 1.745 1.030 1.581 -0.020
N 2.972 0.400 1.431 0.065
N -0.431 0.294 -2.142 -0.209
C -0.767 3.931 -1.817 -0.077
C 3.130 -0.467 0.355 -0.548
C 4.580 -2.012 5.320 -0.118
C -1.504 1.955 2.692 -0.175
C -1.437 -2.225 1.175 -0.160
C 2.454 -1.285 4.425 -0.067
C -2.404 -2.290 0.083 -0.197
C 0.390 -2.551 -2.217 -0.168
C 3.542 -1.080 5.245 -0.109
C -2.917 3.835 0.864 -0.174
C -1.397 -1.411 -4.419 -0.167
C 2.361 -2.468 3.633 -0.233
C -2.683 -3.492 -0.582 -0.071
C 1.555 -0.608 -4.166 -0.171
C 4.501 -3.173 4.544 -0.122
C -3.083 -1.080 -0.235 -0.335
C 1.280 -2.695 2.811 -0.009
C -0.734 4.356 -3.142 -0.136
C -0.615 3.432 -4.165 -0.135
C -4.071 1.163 -1.927 -0.043
C 5.207 -1.066 1.421 -0.054
C -0.517 2.078 -3.857 -0.073
C -0.677 2.575 -1.482 -0.323
C -4.339 -2.344 -1.881 -0.021
C 3.432 -3.406 3.711 -0.058
C 0.008 4.332 1.621 -0.180
C -3.660 -3.524 -1.546 -0.098
C -0.527 1.632 -2.537 -0.325
C -4.060 -1.141 -1.271 -0.233
H 1.401 -2.478 -1.811 0.016
H 2.372 -0.448 -3.458 0.023
H 1.469 0.281 -4.791 0.012
H -3.131 4.555 1.661 0.024
H 5.497 -0.020 1.527 0.097
H -1.582 -1.456 1.935 0.113
H 1.824 -1.452 -4.810 0.026
H 0.286 0.381 2.626 0.038
H -1.451 -0.688 -5.238 0.016
H 1.645 -0.567 4.398 0.101
H -0.610 3.753 -5.200 0.084
H -1.264 -2.405 -4.856 0.022
H -0.284 -2.730 -1.382 -0.015
H 6.070 -1.652 1.116 0.095
H 0.332 -3.431 -2.866 0.032
H -0.450 1.353 -4.659 0.073
H -3.903 -4.447 -2.056 0.092
H -1.830 0.946 2.431 0.001
H 3.365 0.131 2.320 0.104
H 3.581 -0.183 5.851 0.100
H -0.614 1.932 3.331 0.020
H -2.992 4.350 -0.094 0.019
H 5.296 -3.908 4.595 0.099
H 0.980 3.868 1.811 0.014
H 5.428 -1.840 5.969 0.088
H 3.384 -4.308 3.115 0.111
H -3.151 0.978 -2.484 0.083
H 4.837 -1.455 2.372 0.067
H 1.450 1.349 0.653 0.089
H -2.137 -4.382 -0.298 0.105
H -0.307 4.844 2.536 0.023
H -3.822 1.671 -1.000 0.063
H 0.141 5.087 0.844 0.013
H -3.691 3.064 0.889 0.023
H -0.809 5.414 -3.365 0.085
H -2.310 2.393 3.287 0.034
H -2.358 -1.400 -3.899 0.013
H -0.859 4.672 -1.033 0.068
H -5.090 -2.339 -2.661 0.116
H -4.742 1.773 -2.530 0.090

Quick rundown of energy above the lowest of the compared OMol25 structures with the same formula, charge and spin, same order as above: 0.0, 641.7 kJ/mol